# 1
C48H39BrMnN4O3Te | the ωB97M-V functional and the def2-TZVPD basis

Computed properties:
Expectation value of S² ... 8.804
HOMO-LUMO gap (alpha / beta) ... 6.023 / 6.844 eV
HOMO energy (alpha / beta) ... -0.244 / -0.277 Eh
Relative energy (zero: lowest compared OMol25 entry of this formula, charge and spin) ... 0.7881 eV

```
! wB97M-V def2-TZVPD RIJCOSX def2/J DEFGRID3
* xyz 0 6
Mn -0.114 -0.361 -0.029
C 4.015 -0.593 -1.208
C 2.722 -0.942 -0.812
N 1.810 -0.036 -0.511
C 2.132 1.285 -0.594
C 3.417 1.723 -0.975
C 4.370 0.730 -1.276
C 3.650 3.110 -1.084
C 2.609 3.981 -0.896
C 1.319 3.548 -0.552
C 1.062 2.200 -0.352
N -0.119 1.568 -0.068
C -1.337 2.155 0.185
C -1.620 3.418 0.668
C -2.956 3.830 0.826
C -4.012 3.003 0.556
C -3.767 1.676 0.138
C -4.767 0.709 -0.098
C -4.408 -0.560 -0.470
C -3.056 -0.880 -0.621
N -2.100 0.004 -0.426
C -2.432 1.268 -0.044
H 4.717 -1.378 -1.452
H 2.419 -1.976 -0.717
H 5.366 1.024 -1.585
H 4.634 3.466 -1.360
H 2.774 5.044 -1.025
H 0.521 4.271 -0.492
H -0.820 4.080 0.960
H -3.145 4.838 1.172
H -5.032 3.341 0.683
H -5.810 0.976 0.024
H -5.150 -1.327 -0.640
H -2.740 -1.881 -0.889
Br 1.179 -5.031 -3.870
C 0.530 -3.277 -4.176
C 0.630 -2.801 -5.476
C 0.228 -1.511 -5.777
C -0.229 -0.677 -4.771
C -0.303 -1.149 -3.472
C 0.042 -2.460 -3.150
C -0.208 -2.950 -1.725
O -0.566 -4.087 -1.520
O -0.038 -2.044 -0.814
H 1.020 -3.450 -6.248
H 0.287 -1.155 -6.797
H -0.537 0.336 -4.995
H -0.649 -0.490 -2.685
C 4.491 6.823 5.386
C 3.787 5.542 5.025
C 2.707 5.088 5.770
C 2.041 3.911 5.447
C 0.862 3.482 6.286
C 2.477 3.154 4.353
Te 1.251 1.352 3.828
N 0.467 0.066 2.213
C -0.438 -0.806 2.595
O -1.110 -1.418 1.703
C -0.713 -1.156 4.030
C -1.652 -0.438 4.766
C -1.878 -0.747 6.098
C -1.176 -1.785 6.697
C -0.266 -2.525 5.957
C -0.030 -2.210 4.625
C 2.953 0.076 3.920
C 3.431 -0.477 2.741
C 4.544 -1.303 2.751
C 5.166 -1.596 3.955
C 4.666 -1.069 5.135
C 3.559 -0.222 5.142
C 3.043 0.351 6.433
C 3.526 3.628 3.553
C 3.967 2.916 2.303
C 4.177 4.803 3.917
H 4.162 7.188 6.358
H 4.286 7.598 4.644
H 5.571 6.674 5.417
H 2.361 5.673 6.616
H 0.647 4.222 7.056
H 1.049 2.523 6.774
H -0.028 3.365 5.665
H -2.207 0.361 4.288
H -2.602 -0.182 6.671
H -1.342 -2.023 7.740
H 0.261 -3.353 6.414
H 0.683 -2.782 4.045
H 2.916 -0.267 1.816
H 4.924 -1.707 1.820
H 6.033 -2.244 3.977
H 5.145 -1.316 6.075
H 3.507 -0.127 7.295
H 1.960 0.217 6.500
H 3.254 1.423 6.482
H 3.104 2.534 1.753
H 4.609 2.068 2.543
H 4.523 3.591 1.651
H 4.997 5.159 3.301
*
```

# 2
C48H40LuN3O2PSeTe | the ωB97M-V functional and the def2-TZVPD basis

Computed properties:
HOMO-LUMO gap ... 6.657 eV
HOMO energy ... -0.371 Eh
Relative energy (zero: lowest compared OMol25 entry of this formula, charge and spin) ... 0.8559 eV

```
! wB97M-V def2-TZVPD RIJCOSX def2/J DEFGRID3
* xyz 1 1
Lu -0.185 0.179 -0.859
N -0.974 2.474 -0.170
C -2.320 2.960 -0.003
C -2.528 4.074 0.783
C -3.802 4.659 0.850
C -4.857 4.103 0.124
C -4.643 2.945 -0.665
C -3.353 2.369 -0.722
P -3.131 0.968 -1.855
C -4.359 -0.311 -1.553
C -5.118 -0.397 -0.390
C -5.756 -1.575 -0.061
C -5.713 -2.699 -0.924
C -5.117 -2.553 -2.196
C -4.431 -1.372 -2.486
C -3.551 1.622 -3.460
C -2.603 2.345 -4.182
C -2.805 2.595 -5.525
C -4.032 2.200 -6.138
C -5.038 1.644 -5.344
C -4.869 1.449 -3.983
H -0.537 2.775 -1.037
H -0.353 2.790 0.574
H -1.677 4.458 1.337
H -4.002 5.563 1.455
H -5.825 4.612 0.036
H -5.452 2.447 -1.179
H -5.121 0.452 0.275
H -6.307 -1.692 0.880
H -6.242 -3.623 -0.591
H -5.071 -3.376 -2.907
H -3.830 -1.238 -3.367
H -1.718 2.724 -3.663
H -2.060 3.167 -6.050
H -4.189 2.563 -7.152
H -6.025 1.348 -5.734
H -5.661 1.114 -3.311
C 4.332 -0.092 4.763
C 3.477 0.268 3.577
C 3.876 1.243 2.670
C 3.113 1.500 1.524
C 3.304 2.753 0.669
O 2.397 3.593 0.444
C 4.625 3.085 0.189
C 4.748 4.293 -0.585
C 5.972 4.749 -1.029
C 7.097 3.965 -0.898
C 7.058 2.835 -0.047
C 5.816 2.399 0.442
C 2.150 0.569 1.095
O 1.557 0.781 -0.077
C 1.730 -0.490 2.032
C 2.385 -0.539 3.298
C 0.555 -1.307 1.796
N -0.321 -1.025 0.854
C -1.546 -1.784 0.572
C -1.442 -3.240 0.134
Te -0.362 -3.552 -1.816
C 1.654 -3.682 -1.031
C 1.996 -4.600 -0.046
C 3.309 -4.857 0.289
C 4.349 -4.166 -0.348
C 4.043 -3.143 -1.249
C 2.699 -2.877 -1.571
C 0.341 -2.450 2.726
C -0.832 -2.563 3.477
C -0.957 -3.538 4.478
C 0.147 -4.256 4.908
C 1.346 -4.112 4.195
C 1.421 -3.282 3.077
H 5.230 0.525 4.785
H 4.746 -1.081 4.588
H 3.786 -0.016 5.681
H 4.767 1.880 2.877
H 3.819 4.822 -0.769
H 6.049 5.699 -1.556
H 8.047 4.295 -1.318
H 8.007 2.379 0.314
H 5.767 1.468 1.019
H 2.034 -1.202 4.088
H -1.989 -1.222 -0.300
H -2.267 -1.710 1.374
H -2.451 -3.648 -0.045
H -0.941 -3.850 0.921
H 1.196 -5.069 0.514
H 3.548 -5.628 1.038
H 5.378 -4.353 -0.047
H 4.747 -2.459 -1.737
H 2.475 -2.001 -2.214
H -1.647 -1.874 3.310
H -1.967 -3.707 4.981
H 0.165 -4.878 5.846
H 2.246 -4.640 4.566
H 2.329 -3.234 2.482
Se 0.604 1.878 -3.125
C 0.034 0.204 -3.473
N -0.491 -0.818 -3.117
*
```

# 3
C48H41Br2CoN3O4P2 | the ωB97M-V functional and the def2-TZVPD basis

Computed properties:
Expectation value of S² ... 0.796
HOMO-LUMO gap (alpha / beta) ... 5.172 / 5.211 eV
HOMO energy (alpha / beta) ... -0.217 / -0.217 Eh

```
! wB97M-V def2-TZVPD RIJCOSX def2/J DEFGRID3
* xyz 0 2
Co 0.512 0.025 -0.183
O 4.026 0.445 -1.390
C 4.254 -0.870 -1.198
C 5.517 -1.229 -0.726
C 5.848 -2.557 -0.537
C 4.924 -3.556 -0.823
C 3.668 -3.195 -1.277
C 3.299 -1.865 -1.458
C 1.915 -1.525 -2.010
O 1.537 -0.215 -1.790
N 0.879 -2.429 -1.470
N 0.154 -1.935 -0.453
C -0.854 -2.567 0.016
C -1.615 -2.063 1.153
Br -0.814 -0.599 2.062
C -2.758 -2.548 1.637
C -3.595 -3.607 1.050
C -4.300 -4.445 1.917
C -5.081 -5.478 1.426
C -5.190 -5.677 0.056
C -4.532 -4.822 -0.817
C -3.744 -3.792 -0.325
H 3.076 0.531 -1.644
H 6.224 -0.436 -0.519
H 6.833 -2.815 -0.169
H 5.177 -4.599 -0.680
H 2.943 -3.972 -1.499
H 1.927 -1.744 -3.089
H 0.444 -3.130 -2.052
H -1.135 -3.534 -0.396
H -3.111 -2.135 2.576
H -4.221 -4.287 2.986
H -5.608 -6.126 2.114
H -5.796 -6.486 -0.330
H -4.642 -4.949 -1.886
H -3.285 -3.097 -1.018
C -1.129 3.769 -1.499
N -0.635 2.522 -0.927
P -1.398 1.038 -1.027
C -2.011 0.918 -2.731
C -3.250 1.396 -3.149
C -3.587 1.362 -4.495
C -2.691 0.855 -5.428
C -1.454 0.377 -5.017
C -1.114 0.404 -3.671
C -2.891 1.173 0.001
C -3.920 0.240 -0.121
C -5.006 0.278 0.741
C -5.064 1.249 1.734
C -4.032 2.167 1.872
C -2.941 2.129 1.013
P 0.877 2.254 -0.126
C 0.965 3.075 1.383
C 0.313 4.329 1.499
C -0.026 4.887 2.696
C 0.143 4.067 3.868
C 0.847 2.923 3.844
C 1.649 2.549 2.629
C 2.015 3.005 -1.330
C 3.123 3.699 -0.857
C 4.037 4.242 -1.749
C 3.847 4.094 -3.115
C 2.746 3.394 -3.595
C 1.838 2.844 -2.705
H -1.591 3.583 -2.472
H -0.297 4.453 -1.657
H -1.863 4.252 -0.850
H -3.951 1.795 -2.426
H -4.549 1.738 -4.818
H -2.958 0.835 -6.476
H -0.755 -0.017 -5.743
H -0.146 0.042 -3.335
H -3.874 -0.522 -0.893
H -5.802 -0.449 0.644
H -5.914 1.286 2.404
H -4.067 2.912 2.657
H -2.111 2.813 1.156
H 0.016 4.852 0.597
H -0.537 5.838 2.743
H -0.342 4.364 4.793
H 0.941 2.296 4.721
H 2.684 2.901 2.721
H 3.254 3.821 0.211
H 4.898 4.781 -1.376
H 4.558 4.525 -3.809
H 2.599 3.277 -4.661
H 0.986 2.285 -3.075
Br 2.075 -5.533 3.771
C 2.323 -3.655 3.673
C 2.341 -2.908 4.839
C 2.496 -1.533 4.748
C 2.608 -0.920 3.507
C 2.620 -1.688 2.353
C 2.481 -3.065 2.431
C 2.651 0.575 3.477
O 3.344 1.226 4.213
O 1.788 1.078 2.581
H 2.227 -3.391 5.800
H 2.514 -0.923 5.641
H 2.736 -1.214 1.384
H 2.488 -3.669 1.538
*
```

# 4
C48H41BrF2N7O15PS | the ωB97M-V functional and the def2-TZVPD basis

Computed properties:
SMILES string ... CP(C)c1ccc(O)c2c1N(Br)c1cc(O)c(N(C(=O)F)C(=O)F)c(CCO)c1S2.O=[N+]([O-])c1ccccc1.O=[N+]([O-])c1ccccc1.O=[N+]([O-])c1ccccc1.O=[N+]([O-])c1ccccc1.O=[N+]([O-])c1ccccc1
HOMO-LUMO gap ... 6.434 eV
HOMO energy ... -0.263 Eh

```
! wB97M-V def2-TZVPD RIJCOSX def2/J DEFGRID3
* xyz 0 1
C 0.092 -2.678 -1.122
P 1.088 -1.180 -1.709
C 1.184 -1.123 -3.596
C 0.502 0.445 -0.952
C 1.539 1.620 -0.712
C 1.147 3.004 -0.080
C -0.341 3.278 0.389
O -0.737 4.534 0.965
C -1.378 2.136 0.195
C -0.985 0.752 -0.480
N -1.989 -0.318 -0.691
Br -2.337 -1.238 0.935
C -3.238 0.173 -1.313
C -3.796 -0.581 -2.558
C -5.120 -0.024 -3.183
O -5.612 -0.703 -4.372
C -5.922 1.198 -2.606
N -7.188 1.727 -3.182
C -8.230 0.674 -3.255
O -8.165 -0.406 -2.611
F -9.412 0.855 -4.067
C -6.979 2.382 -4.487
O -7.013 1.737 -5.571
F -6.724 3.782 -4.579
C -5.364 1.957 -1.345
C -6.127 3.226 -0.674
C -6.952 2.585 0.585
O -6.219 2.740 1.839
C -4.020 1.436 -0.744
S -3.175 2.247 0.718
H -1.038 -2.634 -1.390
H 0.496 -3.606 -1.678
H 0.214 -2.827 0.004
H 1.487 -0.099 -4.038
H 0.231 -1.526 -4.129
H 2.026 -1.859 -3.913
H 2.644 1.452 -1.010
H 1.926 3.830 0.076
H -0.996 5.078 0.172
H -3.283 -1.501 -3.019
H -5.057 -0.293 -5.090
H -6.907 3.647 -1.400
H -5.395 4.019 -0.281
H -7.115 1.451 0.383
H -7.984 3.061 0.725
H -6.703 2.227 2.534
O 1.267 -1.646 1.290
N 1.963 -2.432 1.918
O 1.614 -3.563 2.239
C 3.301 -1.991 2.316
C 3.720 -0.698 2.001
C 4.983 -0.274 2.402
C 5.817 -1.138 3.107
C 5.397 -2.430 3.409
C 4.135 -2.862 3.014
H 3.079 -0.015 1.452
H 5.317 0.732 2.169
H 6.800 -0.802 3.424
H 6.053 -3.099 3.955
H 3.820 -3.871 3.260
O 2.782 -5.407 4.802
N 2.164 -5.869 5.752
O 2.635 -6.030 6.872
C 0.770 -6.258 5.533
C 0.210 -6.124 4.263
C -1.107 -6.518 4.053
C -1.856 -7.036 5.106
C -1.295 -7.158 6.375
C 0.023 -6.770 6.594
H 0.783 -5.721 3.434
H -1.551 -6.423 3.067
H -2.883 -7.348 4.938
H -1.885 -7.560 7.192
H 0.449 -6.873 7.586
O -3.429 5.887 -1.730
N -4.342 6.682 -1.543
O -4.926 6.827 -0.478
C -4.767 7.510 -2.674
C -4.152 7.348 -3.915
C -4.575 8.120 -4.993
C -5.601 9.047 -4.826
C -6.204 9.211 -3.582
C -5.789 8.442 -2.500
H -3.352 6.630 -4.059
H -4.108 7.998 -5.964
H -5.932 9.644 -5.671
H -7.001 9.937 -3.458
H -6.270 8.578 -1.536
O 9.517 -1.394 6.910
N 8.609 -2.089 6.475
O 8.419 -2.315 5.284
C 7.684 -2.688 7.444
C 7.846 -2.424 8.804
C 6.953 -2.975 9.717
C 5.911 -3.785 9.273
C 5.760 -4.054 7.915
C 6.647 -3.505 6.994
H 8.653 -1.795 9.163
H 7.066 -2.770 10.777
H 5.212 -4.208 9.988
H 4.948 -4.688 7.574
H 6.516 -3.720 5.940
O 3.290 0.568 -4.741
N 2.910 0.714 -5.897
O 1.815 1.158 -6.214
C 3.827 0.325 -6.971
C 5.070 -0.220 -6.651
C 5.928 -0.610 -7.674
C 5.546 -0.452 -9.003
C 4.308 0.103 -9.316
C 3.442 0.494 -8.300
H 5.380 -0.350 -5.619
H 6.895 -1.042 -7.436
H 6.216 -0.762 -9.799
H 4.016 0.227 -10.354
H 2.479 0.921 -8.558
*
```

no.,F_max (eV/Å)
1,0.86
2,3.71
3,0.48
4,6.47